{
  "formula": "C24H24BrN5Zr",
  "method": "ωB97M-V/def2-TZVPD",
  "charge": 4,
  "energy_ha": -3822.31613,
  "multiplicity": 1,
  "largest_force_ev_per_a": 0.5,
  "symbols": ["Zr", "C", "N", "C", "C", "C", "C", "C", "C", "N", "C", "C", "C", "C", "C", "C", "N", "C", "C", "C", "C", "C", "N", "H", "H", "H", "H", "H", "H", "H", "H", "H", "H", "H", "H", "H", "H", "H", "H", "H", "H", "C", "C", "C", "C", "C", "Br", "N", "C", "H", "H", "H", "H", "H", "H"],
  "coordinates": [[-0.782543, -0.375203, 0.440376], [1.233794, 1.258410, 2.223368], [0.285272, 1.595597, 1.110778], [0.999556, 2.251840, -0.053397], [0.196165, 1.889225, -1.269594], [-0.373188, 2.664374, -2.196179], [-1.390606, 2.213446, -3.151548], [-1.928209, 1.004668, -3.411850], [-1.553393, -0.335358, -2.912361], [-0.056894, 0.507608, -1.177430], [-0.765013, 2.541352, 1.611877], [-1.778754, 1.800218, 2.432131], [-2.437521, 2.342824, 3.512199], [-3.423003, 1.591026, 4.148283], [-3.713000, 0.306253, 3.695386], [-3.000368, -0.187461, 2.628880], [-2.043885, 0.541477, 1.999454], [1.677425, -0.184992, 2.253800], [2.817954, -0.557208, 2.937484], [3.102165, -1.906431, 3.106956], [2.240584, -2.864019, 2.574583], [1.144411, -2.433588, 1.868855], [0.858948, -1.117808, 1.701339], [2.098474, 1.922869, 2.183420], [0.729768, 1.460024, 3.172567], [1.092198, 3.325327, 0.112592], [1.998539, 1.818352, -0.122104], [-0.126769, 3.719309, -2.219147], [-1.818875, 3.021634, -3.735080], [-2.732752, 0.978810, -4.138890], [-1.748344, -1.113526, -3.649520], [-0.304489, 3.352731, 2.178836], [-1.256473, 2.987607, 0.742114], [-2.201904, 3.343749, 3.850490], [-3.958525, 2.004266, 4.994623], [-4.473120, -0.300812, 4.167985], [-3.188258, -1.191219, 2.255481], [3.467241, 0.198684, 3.361125], [3.983539, -2.211225, 3.658273], [2.421851, -3.921674, 2.709010], [0.451063, -3.145278, 1.429424], [2.028583, -3.664413, -4.008266], [1.452922, -2.484471, -3.393158], [1.554805, -1.201277, -3.958514], [0.836998, -0.185779, -3.412742], [-0.124751, -0.415785, -2.293795], [-2.820856, -0.937695, -1.388196], [0.049906, -1.680077, -1.570852], [0.764339, -2.603987, -2.077176], [1.547224, -3.815045, -4.993321], [1.947632, -4.574687, -3.421365], [3.074519, -3.468031, -4.295040], [2.172720, -1.041084, -4.835439], [0.866158, 0.807179, -3.849185], [0.906740, -3.530727, -1.527540]],
  "forces_ev_per_a": [[0.04, -0.23, 0.42], [0.01, 0.00, 0.04], [-0.10, 0.00, -0.04], [-0.01, -0.02, -0.06], [-0.10, -0.03, 0.08], [-0.03, 0.00, -0.02], [-0.02, 0.00, -0.01], [0.00, 0.02, -0.01], [0.03, -0.01, -0.01], [0.37, -0.01, -0.22], [0.01, 0.03, 0.00], [0.00, 0.00, 0.02], [-0.05, 0.01, -0.05], [-0.01, -0.01, 0.01], [0.00, 0.00, 0.00], [0.01, 0.03, 0.00], [-0.01, -0.09, -0.08], [0.01, 0.02, -0.03], [-0.02, -0.01, 0.04], [0.01, -0.01, 0.00], [0.00, 0.01, 0.00], [0.02, -0.01, 0.00], [0.06, 0.10, -0.06], [-0.01, 0.01, 0.00], [-0.01, -0.01, -0.01], [-0.01, 0.00, 0.01], [0.00, -0.01, 0.01], [-0.01, 0.00, 0.01], [0.01, 0.01, 0.00], [0.01, 0.00, -0.01], [0.00, -0.03, 0.03], [0.01, 0.00, -0.01], [0.00, 0.00, 0.00], [0.00, 0.00, 0.00], [0.00, 0.00, 0.00], [0.00, 0.00, 0.00], [0.00, 0.00, 0.00], [0.00, 0.00, 0.00], [0.00, 0.00, 0.00], [0.00, 0.00, 0.00], [0.00, 0.00, 0.00], [0.03, -0.02, -0.01], [-0.03, -0.02, 0.03], [0.03, 0.00, -0.07], [-0.03, -0.02, 0.01], [-0.18, 0.08, 0.06], [-0.09, 0.19, -0.02], [0.13, 0.06, -0.13], [-0.09, -0.06, 0.00], [-0.01, 0.00, 0.01], [0.00, 0.00, 0.00], [0.00, 0.00, 0.00], [0.00, 0.00, 0.00], [0.01, 0.01, 0.02], [-0.01, 0.00, 0.02]],
  "nbo_charge": [2.3612, -0.2811, -0.5070, -0.2519, 0.1603, -0.2284, -0.1272, -0.2740, -0.1627, -0.8650, -0.2761, 0.2240, -0.2050, -0.0276, -0.2027, 0.0786, -0.6896, 0.2375, -0.2074, -0.0372, -0.2054, 0.0564, -0.6814, 0.2682, 0.2623, 0.2625, 0.2455, 0.2774, 0.2789, 0.2819, 0.2726, 0.2629, 0.2588, 0.2771, 0.2846, 0.2890, 0.2276, 0.2758, 0.2839, 0.2852, 0.2243, -0.7333, 0.3473, -0.2814, 0.0864, 0.1996, 0.1724, -0.4313, 0.1236, 0.3498, 0.2805, 0.3392, 0.3028, 0.2848, 0.2525]
}